No. 1
{
  "formula": "C21H45CeN2OP3S",
  "method": "ωB97M-V/def2-TZVPD",
  "largest_force_ha_per_bohr": 0.04579,
  "e_tot_ha": -2908.3085,
  "relative_energy_kcal_mol": 0.0,
  "total_charge": 3,
  "homo_lumo_gap_ev": [6.73, 4.98],
  "homo_energy_ha": [-0.60789, -0.59485],
  "spin_multiplicity": 2,
  "species": ["Ce", "P", "P", "P", "H", "C", "C", "H", "C", "C", "C", "C", "C", "C", "C", "C", "C", "H", "H", "H", "H", "H", "H", "H", "H", "H", "H", "H", "H", "H", "H", "H", "H", "H", "H", "H", "H", "H", "H", "H", "H", "H", "H", "H", "H", "H", "C", "C", "C", "C", "C", "C", "O", "H", "H", "H", "H", "H", "H", "S", "C", "N", "C", "C", "C", "N", "H", "H", "H", "H", "H", "H", "H", "H"],
  "coordinates": [[-0.842, 0.517, -0.218], [1.184, -0.788, 1.540], [1.436, 2.384, -0.246], [-1.239, -2.435, -0.447], [-0.980, 2.214, -8.665], [-1.944, 1.717, -8.530], [-2.995, 2.284, -7.918], [-3.042, 3.339, -7.626], [2.601, -1.596, 0.706], [2.068, 0.370, 2.649], [0.725, -2.082, 2.754], [0.822, 3.469, -1.610], [1.966, 3.654, 0.965], [3.055, 1.877, -0.960], [-2.468, -2.465, -1.827], [-2.038, -3.636, 0.687], [0.085, -3.494, -1.170], [-2.029, 0.729, -9.013], [-3.910, 1.699, -7.764], [3.329, -1.975, 1.441], [3.092, -0.870, 0.045], [2.238, -2.423, 0.082], [2.767, -0.202, 3.273], [1.346, 0.884, 3.299], [2.630, 1.124, 2.084], [1.470, -2.890, 2.765], [-0.250, -2.507, 2.485], [0.652, -1.663, 3.766], [1.403, 4.401, -1.618], [-0.240, 3.693, -1.444], [0.907, 2.955, -2.574], [2.934, 4.100, 0.684], [2.044, 3.198, 1.961], [1.195, 4.436, 1.022], [3.641, 2.772, -1.222], [2.863, 1.281, -1.864], [3.622, 1.247, -0.260], [-2.949, -3.452, -1.861], [-1.972, -2.245, -2.778], [-3.225, -1.685, -1.662], [-2.725, -4.285, 0.122], [-2.616, -3.077, 1.439], [-1.290, -4.254, 1.202], [-0.366, -4.300, -1.769], [0.717, -3.930, -0.383], [0.720, -2.872, -1.816], [-1.209, 0.743, -3.576], [0.025, 0.357, -4.165], [0.033, -0.075, -5.477], [-1.152, -0.103, -6.226], [-2.309, 0.479, -5.688], [-2.330, 0.986, -4.404], [-1.401, 0.784, -2.273], [0.625, -0.277, -1.243], [0.923, 0.307, -3.542], [0.965, -0.429, -5.923], [-1.182, -0.518, -7.230], [-3.195, 0.604, -6.310], [-3.209, 1.448, -3.949], [-2.147, 1.172, 2.005], [-1.725, 0.675, 3.596], [-2.385, -0.326, 4.200], [-1.930, -0.938, 5.461], [-1.407, 0.153, 6.354], [-0.357, 0.992, 5.667], [-0.785, 1.324, 4.302], [-3.011, -0.841, 3.580], [-1.144, -1.673, 5.223], [-2.782, -1.461, 5.913], [-0.963, -0.296, 7.245], [-2.234, 0.787, 6.662], [0.598, 0.449, 5.607], [-0.179, 1.937, 6.198], [-0.359, 2.108, 3.804]]
}

***

No. 2
{
  "formula": "C21H45F8O9PSiTeZn",
  "method": "ωB97M-V/def2-TZVPD",
  "largest_force_ha_per_bohr": 0.16582,
  "e_tot_ha": -4981.8815,
  "relative_energy_kcal_mol": 100.9,
  "total_charge": -2,
  "homo_lumo_gap_ev": 7.10,
  "homo_energy_ha": -0.09807,
  "species": ["Zn", "F", "Te", "F", "F", "F", "F", "O", "C", "C", "C", "C", "O", "P", "O", "O", "O", "C", "C", "C", "C", "H", "H", "H", "H", "H", "H", "H", "H", "H", "H", "H", "H", "H", "H", "H", "H", "H", "H", "F", "C", "F", "F", "C", "C", "C", "C", "O", "Si", "O", "O", "C", "C", "C", "C", "O", "C", "C", "C", "C", "H", "H", "H", "H", "H", "H", "H", "H", "H", "H", "H", "H", "H", "H", "H", "H", "H", "H", "H", "H", "H", "H", "H", "H", "H", "H", "H"],
  "coordinates": [[-0.337, 0.673, 0.451], [2.260, 2.053, 3.009], [1.369, 2.603, 1.308], [0.741, 3.928, 2.637], [1.813, 4.365, 0.574], [-0.048, 1.623, 2.403], [3.390, 2.708, 0.998], [1.536, 1.106, 0.368], [2.853, 4.313, -2.123], [1.801, 3.353, -2.681], [2.477, 2.103, -3.258], [0.961, 4.074, -3.737], [0.982, 2.889, -1.608], [-0.242, 3.691, -0.976], [-0.157, 5.160, -1.003], [-0.407, 2.954, 0.373], [-1.467, 3.169, -1.887], [-2.726, 3.841, -1.891], [-2.621, 5.087, -2.778], [-3.742, 2.853, -2.479], [-3.142, 4.224, -0.473], [3.498, 4.679, -2.920], [3.446, 3.803, -1.369], [2.342, 5.140, -1.641], [3.215, 2.381, -4.011], [1.735, 1.441, -3.700], [2.971, 1.569, -2.450], [1.612, 4.474, -4.513], [0.435, 4.893, -3.255], [0.224, 3.403, -4.174], [-2.342, 4.800, -3.790], [-1.858, 5.741, -2.369], [-3.572, 5.613, -2.811], [-3.390, 2.489, -3.442], [-4.705, 3.346, -2.611], [-3.842, 2.011, -1.791], [-2.411, 4.909, -0.051], [-3.177, 3.325, 0.137], [-4.121, 4.701, -0.482], [-3.491, -0.615, -0.124], [-3.045, 0.703, -0.202], [-2.390, 0.858, 1.056], [-1.882, 0.574, -1.036], [-2.384, -2.601, 3.968], [-0.886, -2.572, 3.635], [-0.339, -1.164, 3.830], [-0.111, -3.550, 4.531], [-0.764, -3.029, 2.307], [0.197, -2.487, 1.088], [-0.286, -1.109, 0.494], [0.148, -3.698, -0.038], [-0.980, -4.232, -0.691], [-1.649, -5.247, 0.245], [-1.976, -3.140, -1.064], [-0.466, -4.929, -1.962], [1.711, -2.585, 1.709], [2.965, -2.635, 1.077], [3.260, -4.107, 0.744], [3.995, -2.099, 2.082], [3.003, -1.804, -0.203], [-2.565, -2.269, 4.989], [-2.776, -3.610, 3.847], [-2.899, -1.942, 3.275], [-0.419, -0.854, 4.869], [-0.890, -0.470, 3.207], [0.700, -1.127, 3.522], [-0.168, -3.238, 5.573], [0.924, -3.552, 4.200], [-0.517, -4.556, 4.432], [-1.851, -4.734, 1.179], [-0.976, -6.079, 0.444], [-2.576, -5.627, -0.182], [-2.380, -2.709, -0.156], [-2.790, -3.519, -1.681], [-1.455, -2.346, -1.589], [0.283, -5.674, -1.703], [-0.006, -4.188, -2.611], [-1.288, -5.412, -2.490], [3.290, -4.696, 1.659], [4.208, -4.212, 0.217], [2.451, -4.480, 0.124], [3.931, -2.667, 3.009], [3.783, -1.055, 2.298], [5.000, -2.190, 1.671], [2.282, -2.209, -0.907], [4.000, -1.823, -0.643], [2.720, -0.779, 0.020]]
}

***

No. 3
{
  "formula": "C21H45FN2O2PS",
  "method": "ωB97M-V/def2-TZVPD",
  "largest_force_ha_per_bohr": 0.06654,
  "e_tot_ha": -1926.2166,
  "total_charge": 1,
  "homo_lumo_gap_ev": 9.21,
  "homo_energy_ha": -0.42173,
  "species": ["C", "C", "C", "C", "C", "N", "N", "S", "O", "O", "F", "H", "H", "H", "H", "H", "H", "H", "H", "H", "C", "C", "C", "C", "P", "C", "C", "C", "C", "C", "C", "C", "C", "C", "C", "C", "C", "H", "H", "H", "H", "H", "H", "H", "H", "H", "H", "H", "H", "H", "H", "H", "H", "H", "H", "H", "H", "H", "H", "H", "H", "H", "H", "H", "H", "H", "H", "H", "H", "H", "H", "H", "H"],
  "coordinates": [[-6.992, -0.529, 6.428], [-6.285, 0.070, 5.663], [-5.280, 0.678, 4.756], [-3.996, -0.195, 4.739], [-3.301, -0.137, 3.355], [-2.982, -1.452, 2.762], [-2.370, -2.302, 3.742], [-4.313, -2.204, 2.061], [-4.075, -2.328, 0.639], [-4.690, -3.422, 2.721], [-5.545, -1.203, 2.195], [-7.536, -1.213, 7.028], [-5.730, 0.726, 3.765], [-5.067, 1.689, 5.097], [-4.294, -1.201, 5.022], [-3.304, 0.181, 5.487], [-2.343, 0.373, 3.480], [-3.890, 0.463, 2.666], [-2.380, -3.266, 3.425], [-1.391, -2.033, 3.723], [-0.889, -2.684, -0.028], [0.493, -2.762, -0.668], [1.570, -2.008, 0.113], [1.503, -0.477, -0.003], [2.185, 0.282, -1.477], [3.846, -0.395, -1.717], [4.839, -0.442, -0.546], [5.515, 0.867, -0.126], [6.131, 1.663, -1.271], [2.403, 2.037, -1.200], [1.227, 2.959, -0.843], [0.325, 3.435, -1.985], [1.056, 3.858, -3.253], [1.389, -0.150, -3.027], [-0.012, 0.312, -3.455], [-1.165, 0.075, -2.467], [-2.032, -1.128, -2.834], [-1.231, -1.653, 0.090], [-1.622, -3.201, -0.644], [-0.893, -3.157, 0.956], [0.438, -2.398, -1.696], [0.786, -3.812, -0.734], [2.553, -2.360, -0.208], [1.487, -2.270, 1.170], [2.089, -0.056, 0.823], [0.485, -0.122, 0.173], [4.288, 0.109, -2.580], [3.686, -1.427, -2.046], [5.627, -1.141, -0.833], [4.357, -0.881, 0.332], [6.306, 0.614, 0.583], [4.822, 1.498, 0.436], [6.893, 1.078, -1.790], [6.607, 2.565, -0.889], [5.387, 1.979, -2.005], [2.996, 2.452, -2.018], [3.061, 2.077, -0.327], [1.661, 3.848, -0.379], [0.611, 2.490, -0.070], [-0.258, 4.283, -1.620], [-0.413, 2.665, -2.214], [1.715, 4.708, -3.065], [0.340, 4.151, -4.020], [1.659, 3.050, -3.675], [1.441, -1.240, -3.112], [2.085, 0.211, -3.794], [-0.238, -0.187, -4.399], [0.037, 1.370, -3.715], [-1.813, 0.954, -2.459], [-0.792, -0.035, -1.447], [-2.553, -0.949, -3.775], [-2.786, -1.310, -2.067], [-1.436, -2.037, -2.947]]
}

***

No. 4
{
  "formula": "C21H46BO8S",
  "method": "ωB97M-V/def2-TZVPD",
  "largest_force_ha_per_bohr": 0.02684,
  "e_tot_ha": -1852.7636,
  "total_charge": -1,
  "homo_lumo_gap_ev": 5.52,
  "homo_energy_ha": -0.14767,
  "species": ["C", "C", "C", "C", "C", "C", "C", "C", "C", "B", "O", "C", "C", "C", "C", "S", "O", "O", "O", "H", "H", "H", "H", "H", "H", "H", "H", "H", "H", "H", "H", "H", "H", "H", "H", "H", "H", "H", "H", "H", "H", "H", "H", "H", "H", "H", "H", "H", "H", "O", "C", "O", "C", "C", "C", "H", "H", "H", "H", "H", "H", "H", "H", "O", "C", "O", "C", "C", "C", "H", "H", "H", "H", "H", "H", "H", "H"],
  "coordinates": [[0.503, 0.471, -1.522], [1.524, 1.517, -1.101], [2.868, 0.879, -0.751], [2.871, 0.474, 0.731], [4.040, -0.431, 1.121], [5.150, 0.325, 1.857], [4.750, 1.008, 3.166], [4.115, 0.110, 4.212], [3.284, 0.921, 5.229], [1.832, 1.478, 4.625], [0.752, 0.456, 4.893], [1.459, 2.915, 5.313], [0.357, 3.709, 4.604], [0.645, 4.004, 3.132], [0.868, 5.495, 2.777], [2.576, 5.980, 2.812], [3.058, 5.936, 4.138], [2.723, 7.212, 2.107], [3.341, 4.866, 1.963], [0.345, -0.185, -0.676], [0.856, -0.104, -2.361], [-0.445, 0.949, -1.747], [1.138, 2.058, -0.242], [1.655, 2.255, -1.891], [3.633, 1.640, -0.883], [3.067, 0.025, -1.388], [1.930, -0.027, 0.918], [2.866, 1.390, 1.300], [4.472, -0.815, 0.200], [3.691, -1.286, 1.684], [5.976, -0.359, 2.037], [5.514, 1.069, 1.151], [5.680, 1.393, 3.581], [4.142, 1.878, 2.964], [3.465, -0.644, 3.778], [4.928, -0.375, 4.750], [3.044, 0.283, 6.079], [3.905, 1.765, 5.531], [1.937, 1.636, 3.399], [1.102, -0.389, 4.567], [1.119, 2.739, 6.336], [2.337, 3.548, 5.393], [0.242, 4.671, 5.111], [-0.601, 3.219, 4.715], [-0.203, 3.675, 2.543], [1.498, 3.436, 2.781], [0.326, 6.130, 3.462], [0.505, 5.644, 1.769], [2.691, 4.328, 1.471], [-0.051, -2.562, -2.280], [-1.231, -2.773, -2.245], [-1.966, -2.203, -1.273], [-3.395, -2.226, -1.265], [-3.941, -3.482, -0.622], [-1.899, -3.728, -3.214], [-3.787, -2.081, -2.272], [-3.690, -1.353, -0.684], [-3.654, -4.373, -1.181], [-5.029, -3.442, -0.583], [-3.557, -3.592, 0.392], [-1.837, -4.737, -2.809], [-1.352, -3.692, -4.152], [-2.940, -3.493, -3.426], [-5.574, -4.729, -3.814], [-5.465, -4.413, -4.966], [-5.648, -3.120, -5.303], [-5.349, -2.597, -6.600], [-6.513, -2.759, -7.556], [-5.206, -5.434, -6.050], [-4.429, -3.033, -6.991], [-5.150, -1.539, -6.437], [-6.744, -3.809, -7.732], [-6.285, -2.291, -8.514], [-7.406, -2.292, -7.142], [-6.160, -5.837, -6.387], [-4.618, -6.240, -5.621], [-4.657, -5.046, -6.906]]
}